Record 1
An isolated molecule of C2H5NO2, computed with wB97M-V/def2-TZVPD.

Geometry (Å):
N 0.665 -1.233 1.388
C 0.158 -0.989 0.020
C -0.176 0.447 -0.311
O 0.175 1.449 0.298
O -0.874 0.450 -1.404
H 0.140 -0.514 1.953
H 1.626 -1.070 1.562
H -0.611 -1.765 -0.266
H 0.957 -1.395 -0.682
H -1.069 1.438 -1.687

Results
HOMO-LUMO gap = 10.4 eV
Structure (SMILES) = NCC(=O)O
HOMO level = -0.35849 Ha
Molecular weight = 75.1 g mol⁻¹
Relative energy (zero: lowest compared OMol25 entry of this formula, charge and spin) = 18.3 kcal per mole

Here are the Löwdin charges for atoms 1 to 8, given in e:
1 N -0.006
2 C -0.197
3 C -0.578
4 O 0.079
5 O 0.095
6 H 0.090
7 H 0.046
8 H 0.130

***

Record 2
A structure of composition C25H66CuMnN6O9, computed with wB97M-V/def2-TZVPD.

Geometry (Å):
Cu 5.694 4.946 -21.669
Mn 3.414 0.670 -19.349
C 3.667 2.892 -20.554
O 2.655 2.342 -20.197
O 4.616 2.155 -20.487
O 3.897 3.970 -20.987
C -0.198 -1.595 -18.998
C 1.307 -1.314 -19.262
C 1.676 -1.161 -20.749
O 2.998 -0.740 -20.783
C 3.447 -0.711 -22.111
N 1.541 -0.049 -18.587
H -0.811 -0.944 -19.622
H -0.455 -1.636 -17.939
H -0.431 -2.604 -19.336
H 2.042 -2.013 -18.862
H 1.035 -0.453 -21.274
H 1.500 -2.107 -21.260
H 4.005 -1.635 -22.265
H 4.119 0.142 -22.206
H 2.736 -0.557 -22.923
H 0.874 0.575 -19.017
H 1.109 -0.120 -17.677
C 4.045 6.585 -18.450
C 5.068 7.566 -19.039
C 6.056 8.202 -18.033
O 7.064 7.253 -17.629
C 7.706 7.443 -16.438
N 5.847 6.774 -19.996
H 4.522 5.630 -18.226
H 3.330 6.290 -19.218
H 3.555 7.012 -17.576
H 4.520 8.327 -19.595
H 5.373 8.344 -17.195
H 6.386 9.226 -18.208
H 6.977 7.601 -15.643
H 8.326 8.340 -16.439
H 8.439 6.641 -16.358
H 6.578 6.394 -19.412
H 6.359 7.476 -20.512
C 2.639 6.474 -22.722
C 3.776 6.300 -23.768
C 3.616 7.264 -24.993
O 4.738 7.110 -25.900
C 4.746 8.059 -26.971
N 4.978 6.656 -23.078
H 1.735 6.428 -23.329
H 2.584 7.459 -22.257
H 2.554 5.609 -22.065
H 3.830 5.293 -24.181
H 3.779 8.240 -24.535
H 2.636 7.137 -25.455
H 5.242 7.613 -27.833
H 5.292 8.930 -26.610
H 3.736 8.334 -27.277
H 4.926 7.544 -22.600
H 5.635 6.851 -23.821
C 0.006 4.178 -21.094
C -0.740 2.914 -20.786
C -0.801 2.048 -22.096
O -1.604 2.777 -23.100
C -1.801 2.104 -24.332
N 0.028 2.292 -19.746
H -0.641 4.664 -21.824
H 0.993 4.035 -21.535
H -0.146 4.804 -20.215
H -1.808 3.039 -20.606
H -0.990 0.989 -21.920
H 0.200 1.882 -22.494
H -2.121 1.072 -24.194
H -0.825 2.015 -24.808
H -2.510 2.621 -24.980
H 1.004 2.437 -19.959
H 0.036 3.039 -19.066
C 9.239 5.553 -24.206
C 7.750 5.274 -23.799
C 7.282 3.861 -24.011
O 5.908 3.749 -23.517
C 5.233 2.653 -24.004
N 7.630 5.694 -22.400
H 9.847 4.730 -23.831
H 9.771 6.478 -23.984
H 9.418 5.556 -25.281
H 7.349 6.132 -24.339
H 7.934 3.200 -23.440
H 7.395 3.577 -25.057
H 4.435 3.091 -24.602
H 4.635 2.163 -23.236
H 5.773 1.777 -24.362
H 8.510 5.415 -21.992
H 7.821 6.685 -22.435
C 7.842 2.324 -18.654
C 7.472 3.696 -19.173
C 8.747 4.538 -19.098
O 8.629 5.794 -19.647
C 9.642 6.723 -19.151
N 6.973 3.536 -20.501
H 8.476 2.189 -17.778
H 8.331 1.736 -19.431
H 6.938 1.775 -18.392
H 6.697 4.197 -18.593
H 9.616 4.021 -19.505
H 8.989 4.558 -18.036
H 10.515 6.697 -19.803
H 9.867 6.728 -18.085
H 9.297 7.740 -19.338
H 6.241 2.844 -20.429
H 7.654 2.943 -20.954

Results
HOMO-LUMO gap (alpha / beta) = 3.3 / 6.9 eV
Net charge = +1
HOMO level (alpha / beta) = -0.20454 / -0.38893 Ha
Spin multiplicity = 8
Molecular weight = 713.3 g mol⁻¹
Relative energy (zero: lowest compared OMol25 entry of this formula, charge and spin) = 12.4 kcal per mole

Here are the Löwdin charges for atoms 1 to 8, given in e:
1 Cu 0.694
2 Mn 0.763
3 C -1.101
4 O -0.098
5 O -0.130
6 O 0.023
7 C -0.033
8 C -0.381

***

Record 3
A cluster of 4 separate species, C27H64N4O7 in total, computed with wB97M-V/def2-TZVPD.

Geometry (Å):
C 0.774 2.309 -2.807
C 1.855 1.310 -2.344
C 2.470 1.850 -1.049
C 1.087 -0.012 -2.120
C 1.959 -1.264 -2.014
C 2.907 -1.339 -3.202
C 3.717 -0.077 -3.507
C 4.889 0.083 -2.507
C 4.203 -0.176 -4.951
N 2.864 1.127 -3.381
O 3.442 2.320 -3.857
H 0.870 3.336 -2.459
H 0.705 2.298 -3.899
H -0.222 1.981 -2.497
H 1.681 2.156 -0.353
H 2.958 1.027 -0.520
H 3.162 2.681 -1.169
H 0.366 0.056 -1.310
H 0.604 -0.104 -3.101
H 2.621 -1.151 -1.146
H 1.361 -2.168 -1.922
H 2.392 -1.674 -4.103
H 3.684 -2.067 -2.948
H 4.578 0.161 -1.463
H 5.321 1.068 -2.698
H 5.638 -0.711 -2.482
H 4.071 -1.152 -5.429
H 5.285 -0.048 -5.069
H 3.743 0.508 -5.665
H 3.095 2.352 -4.756
C -3.573 2.672 1.435
O -2.355 2.262 0.810
C -1.335 1.845 1.724
C -1.645 0.632 2.611
N -2.243 -0.523 1.944
C -1.287 -1.119 0.992
C -0.009 -1.717 1.590
O 0.954 -0.681 1.632
C 2.148 -1.085 2.253
H -4.362 2.285 0.790
H -3.564 3.764 1.417
H -3.650 2.271 2.444
H -1.228 2.717 2.388
H -0.402 1.807 1.164
H -2.381 0.942 3.360
H -0.767 0.334 3.176
H -3.070 -0.320 1.396
H -0.974 -0.286 0.343
H -1.878 -1.743 0.318
H 0.361 -2.555 0.987
H -0.160 -2.064 2.622
H 2.511 -2.031 1.812
H 1.960 -1.236 3.312
H 3.010 -0.468 1.998
C 2.033 -4.700 3.653
O 1.194 -3.768 4.304
C 1.385 -3.666 5.710
C 0.259 -2.823 6.244
N 0.635 -1.417 6.217
C -0.340 -0.457 6.680
C 0.244 0.939 6.461
O 0.661 1.132 5.136
C 0.807 2.479 4.755
H 1.772 -4.701 2.596
H 1.841 -5.727 3.982
H 3.067 -4.388 3.819
H 2.313 -3.153 5.988
H 1.402 -4.684 6.111
H -0.095 -3.153 7.221
H -0.611 -2.951 5.586
H 1.072 -1.062 5.384
H -0.551 -0.448 7.751
H -1.270 -0.500 6.099
H 1.073 1.203 7.140
H -0.495 1.704 6.753
H 0.050 3.109 5.240
H 0.693 2.743 3.705
H 1.792 2.796 5.113
C -1.306 0.133 -6.894
O -2.398 0.960 -6.544
C -2.130 2.001 -5.609
C -2.712 1.664 -4.256
N -2.372 0.321 -3.844
C -2.769 -0.013 -2.464
C -4.293 -0.122 -2.292
O -4.579 -0.209 -0.924
C -5.931 -0.408 -0.603
H -1.728 -0.849 -7.123
H -0.580 0.024 -6.085
H -0.861 0.520 -7.818
H -2.547 2.939 -5.981
H -1.041 2.120 -5.582
H -3.789 1.887 -4.320
H -2.339 2.371 -3.507
H -2.764 -0.335 -4.510
H -2.325 0.631 -1.707
H -2.370 -1.021 -2.310
H -4.675 -0.895 -2.964
H -4.636 0.848 -2.674
H -6.259 -1.448 -0.731
H -6.536 0.304 -1.167
H -6.134 -0.315 0.468

Results
HOMO-LUMO gap = 8.5 eV
Structure (SMILES) = CC1(C)CCCC(C)(C)N1O.COCCNCCOC.COCCNCCOC.COCCNCCOC
HOMO level = -0.28627 Ha
Molecular weight = 556.8 g mol⁻¹
Relative energy (zero: lowest compared OMol25 entry of this formula, charge and spin) = 19.0 kcal per mole

Here are the Löwdin charges for atoms 1 to 8, given in e:
1 C -0.024
2 C -0.494
3 C -0.023
4 C -0.122
5 C -0.165
6 C -0.145
7 C -0.484
8 C -0.029

***

Record 4
A structure of composition C23H25Cl2IN3S2TeTi, computed with wB97M-V/def2-TZVPD.

Geometry (Å):
Ti -0.786 -0.695 -0.360
Cl -0.415 0.370 1.701
C -0.936 1.197 -1.203
Cl -2.645 0.928 -0.794
H -0.882 1.352 -2.280
H -0.599 2.094 -0.688
C -3.321 -2.675 -2.291
C -2.104 -2.064 -2.891
N -1.079 -1.584 -2.214
C -0.075 -1.135 -3.061
C -0.375 -1.235 -4.380
S -1.912 -1.950 -4.586
C 1.164 -0.684 -2.441
C 2.345 -0.390 -3.038
S 3.521 0.004 -1.866
C 2.384 -0.272 -0.609
N 1.189 -0.599 -1.056
C 2.820 -0.243 0.814
H -3.047 -3.423 -1.547
H -3.926 -3.155 -3.057
H -3.941 -1.916 -1.813
H 0.207 -0.913 -5.227
H 2.577 -0.387 -4.090
H 3.370 -1.160 1.039
H 1.980 -0.182 1.494
H 3.493 0.592 1.003
C -1.223 1.714 8.782
C -1.292 1.657 7.287
C -1.625 0.477 6.631
C -1.832 0.434 5.262
C -2.169 -0.905 4.661
C -1.655 1.615 4.513
Te -2.292 1.687 2.492
C -1.208 2.795 5.139
C -0.837 4.057 4.408
C -1.060 2.791 6.519
H -1.070 0.725 9.209
H -2.165 2.111 9.166
H -0.427 2.376 9.117
H -1.733 -0.438 7.203
H -2.981 -1.383 5.210
H -1.294 -1.558 4.726
H -2.460 -0.819 3.618
H 0.251 4.153 4.403
H -1.235 4.929 4.924
H -1.189 4.080 3.381
H -0.747 3.706 7.008
I 0.445 -3.266 0.820
C -1.616 -2.942 1.213
C -2.293 -3.843 2.005
C -3.652 -3.644 2.204
C -4.246 -2.537 1.615
C -3.479 -1.678 0.859
N -2.159 -1.864 0.628
H -1.775 -4.679 2.451
H -4.225 -4.336 2.806
H -5.298 -2.331 1.745
H -3.940 -0.817 0.405

Results
HOMO-LUMO gap (alpha / beta) = 7.2 / 7.1 eV
Net charge = +2
HOMO level (alpha / beta) = -0.49226 / -0.49282 Ha
Spin multiplicity = 2
Molecular weight = 780.9 g mol⁻¹

Here are the Löwdin charges for atoms 1 to 8, given in e:
1 Ti 0.347
2 Cl 0.162
3 C -0.594
4 Cl 0.590
5 H 0.037
6 H 0.026
7 C -0.049
8 C -0.581

***

Record 5
An isolated molecule of C5H11N, computed with wB97M-V/def2-TZVPD.

Geometry (Å):
C 2.384 -0.467 0.335
C 1.208 -0.511 -0.643
C -0.089 -0.209 0.069
C -0.479 1.196 0.343
N -1.183 0.411 -0.658
C -2.518 0.005 -0.252
H 2.427 0.503 0.844
H 2.287 -1.240 1.107
H 3.340 -0.622 -0.175
H 1.348 0.231 -1.438
H 1.157 -1.493 -1.131
H -0.382 -0.943 0.826
H 0.137 2.006 -0.045
H -1.002 1.420 1.274
H -2.873 -0.809 -0.891
H -3.200 0.855 -0.363
H -2.563 -0.333 0.799

Results
HOMO-LUMO gap = 10.3 eV
Structure (SMILES) = CC[C@H]1CN1C
HOMO level = -0.33384 Ha
Molecular weight = 85.1 g mol⁻¹
Relative energy (zero: lowest compared OMol25 entry of this formula, charge and spin) = 27.1 kcal per mole

Here are the Löwdin charges for atoms 1 to 8, given in e:
1 C -0.112
2 C -0.223
3 C -0.328
4 C -0.124
5 N -0.126
6 C -0.114
7 H 0.072
8 H 0.072

***

Record 6
A structure of composition C22H46N7O3RuS3Si3, computed with wB97M-V/def2-TZVPD.

Geometry (Å):
Ru 0.287 -0.930 0.100
C 3.348 -1.480 2.225
O 2.315 -0.604 1.744
Si 1.283 0.242 2.784
C 0.914 -0.861 4.244
C 2.204 1.746 3.402
C -0.160 0.575 1.587
Si -1.854 0.281 2.452
C -2.009 1.476 3.886
C -1.998 -1.525 2.969
C -3.340 0.541 1.313
Si -0.115 2.208 0.707
C -0.088 3.786 1.706
C -1.457 2.510 -0.600
C 1.540 2.289 -0.353
H 4.208 -0.900 2.567
H 3.647 -2.144 1.416
H 2.987 -2.091 3.050
H 1.819 -0.963 4.847
H 0.591 -1.857 3.939
H 0.149 -0.442 4.899
H 3.027 1.427 4.048
H 1.557 2.380 4.013
H 2.633 2.361 2.608
H -1.201 1.379 4.611
H -2.949 1.312 4.419
H -2.015 2.509 3.536
H -1.660 -1.703 3.991
H -1.407 -2.157 2.306
H -3.041 -1.845 2.916
H -3.600 1.591 1.186
H -4.204 0.065 1.782
H -3.216 0.096 0.321
H -1.052 3.922 2.199
H 0.064 4.657 1.062
H 0.680 3.801 2.476
H -2.342 2.896 -0.100
H -1.767 1.621 -1.155
H -1.140 3.300 -1.292
H 2.181 3.115 -0.045
H 2.146 2.775 -2.300
H 2.098 1.358 -0.315
N 3.993 0.017 -0.611
C 3.432 -0.878 -1.470
N 2.220 -1.356 -1.340
C 1.879 -2.140 -2.438
C 2.838 -2.247 -3.385
S 4.247 -1.379 -2.917
C 0.560 -2.772 -2.470
C 0.188 -3.825 -3.230
S -1.438 -4.280 -2.883
C -1.519 -3.017 -1.704
N -0.429 -2.297 -1.618
N -2.583 -2.859 -0.875
H 3.576 0.022 0.315
H 4.998 0.105 -0.628
H 2.815 -2.803 -4.308
H 0.770 -4.393 -3.937
H -3.468 -3.280 -1.105
H -2.596 -2.053 -0.269
N -1.384 -4.719 1.697
C -0.133 -4.411 2.031
N 0.389 -4.970 3.118
S 0.823 -3.341 1.096
H -1.931 -5.389 2.214
H -1.770 -4.339 0.849
H -0.085 -5.704 3.623
H 1.352 -4.792 3.347
O 1.294 2.598 -1.848
C 0.480 1.622 -2.588
O 0.298 0.558 -2.122
C 0.011 2.145 -3.925
N -1.118 1.247 -4.396
C -2.162 2.148 -5.026
C -2.066 3.406 -4.182
C -0.554 3.586 -3.988
H 0.838 2.031 -4.630
H -1.511 0.755 -3.587
H -0.793 0.524 -5.041
H -3.130 1.653 -5.003
H -1.868 2.323 -6.060
H -2.579 3.270 -3.229
H -2.514 4.260 -4.685
H -0.312 4.162 -3.099
H -0.120 4.098 -4.845

Results
HOMO-LUMO gap (alpha / beta) = 5.9 / 6.3 eV
Net charge = +3
HOMO level (alpha / beta) = -0.54639 / -0.56274 Ha
Spin multiplicity = 5
Molecular weight = 738.2 g mol⁻¹
Relative energy (zero: lowest compared OMol25 entry of this formula, charge and spin) = 3.6 kcal per mole

Here are the Löwdin charges for atoms 1 to 8, given in e:
1 Ru 1.086
2 C -0.143
3 O -0.432
4 Si 0.328
5 C -0.143
6 C -0.140
7 C -0.569
8 Si 0.402

***

Record 7
A cluster of 3 separate species, H6O2S2 in total, computed with wB97M-V/def2-TZVPD.

Geometry (Å):
S -1.067 0.148 3.523
S -0.820 2.205 4.131
H -2.320 -0.199 3.831
H -1.040 2.931 3.005
H -0.418 0.267 -5.764
H -1.467 -0.380 -4.966
O -0.535 -0.278 -4.953
H 1.989 -1.141 0.775
H 2.806 -2.166 -0.060
O 2.872 -1.385 0.477

Results
HOMO-LUMO gap (alpha / beta) = 2.5 / 6.7 eV
Net charge = -1
HOMO level (alpha / beta) = -0.00072 / -0.15413 Ha
Spin multiplicity = 2
Molecular weight = 102.2 g mol⁻¹
Relative energy (zero: lowest compared OMol25 entry of this formula, charge and spin) = 9.3 kcal per mole

Here are the Löwdin charges for atoms 1 to 8, given in e:
1 S -0.188
2 S -0.175
3 H -0.320
4 H -0.300
5 H 0.050
6 H 0.004
7 O -0.056
8 H 0.037

***

Record 8
An isolated molecule of C4H7NO, computed with wB97M-V/def2-TZVPD.

Geometry (Å):
O -2.559 -0.879 0.311
C -1.364 -0.767 0.442
C -0.682 0.536 0.847
N 0.567 0.857 0.184
C 0.568 0.374 -1.173
C 1.563 -0.140 -0.180
H -0.700 -1.655 0.352
H -0.542 0.488 1.932
H -1.361 1.364 0.618
H 0.770 1.050 -2.002
H -0.330 -0.274 -1.332
H 1.488 -1.199 0.071
H 2.582 0.245 -0.069

Results
HOMO-LUMO gap = 10.3 eV
Structure (SMILES) = O=CCN1CC1
HOMO level = -0.33919 Ha
Molecular weight = 85.1 g mol⁻¹
Relative energy (zero: lowest compared OMol25 entry of this formula, charge and spin) = 65.5 kcal per mole

Here are the Löwdin charges for atoms 1 to 8, given in e:
1 O 0.057
2 C -0.278
3 C -0.164
4 N -0.125
5 C -0.146
6 C -0.127
7 H 0.123
8 H 0.127

***

Q: Look up the molecular weight of the sixth one.
A: 738.2 g mol⁻¹

***

Q: What is the formula in the first record?
A: C2H5NO2